No. 1
{"formula": "C4H7NOS", "method": "ωB97M-V/def2-TZVPD", "de_lowest_kcal_mol": 81.8, "e_homo_ev": -8.57, "e_tot_ha": -684.67670, "total_charge": 0, "elements": ["N", "C", "C", "C", "S", "C", "O", "H", "H", "H", "H", "H", "H", "H"], "coordinates": [[0.521650, -1.146959, 0.977477], [0.297060, -1.171884, -0.465058], [0.460397, 0.067679, -1.277763], [-0.933816, -0.294788, -0.902298], [-1.563145, 0.535953, 0.547401], [-0.423127, 1.735776, 1.100907], [0.698247, 2.062979, 0.771853], [0.209956, -1.923323, 1.731004], [0.722113, -0.350942, 1.530401], [0.649981, -2.064919, -1.064887], [0.975110, -0.208674, -2.240006], [0.989556, 0.953063, -0.672831], [-1.476512, -0.591446, -1.796554], [-1.127470, 2.397483, 1.760354]], "forces_ev_per_angstrom": [[0.2, -3.9, 1.7], [-0.2, -0.5, 1.0], [3.8, 1.9, 1.7], [1.5, -1.1, -0.8], [-1.1, 0.2, -1.0], [-1.2, 2.0, -0.3], [-0.9, -0.3, 1.0], [0.6, 2.1, -3.3], [0.5, 0.9, -0.5], [-1.0, 0.8, 1.3], [-1.3, 0.8, 0.7], [-1.3, -2.2, -2.1], [-1.0, 0.2, 0.8], [1.5, -0.9, -0.2]]}


No. 2
{"formula": "C4H7NOS", "method": "ωB97M-V/def2-TZVPD", "de_lowest_kcal_mol": 41.0, "e_homo_ev": -8.92, "e_tot_ha": -684.74180, "total_charge": 0, "elements": ["H", "N", "C", "O", "S", "C", "C", "C", "H", "H", "H", "H", "H", "H"], "coordinates": [[0.115050, -1.561301, 3.009901], [0.006800, -1.171258, 2.085486], [0.669216, -1.788118, 1.192009], [1.263089, -2.950538, 1.501341], [0.841595, -1.271469, -0.455750], [0.231543, 0.425941, -0.720906], [1.182591, 1.124074, -1.278428], [-1.154669, 0.712978, -0.387486], [1.320650, -3.531237, 0.703002], [1.182824, 2.184072, -1.617878], [2.023565, 0.526144, -1.574255], [-1.122929, 1.369707, 0.559754], [-1.648627, -0.257688, -0.139499], [-1.707757, 1.256669, -1.222329]], "forces_ev_per_angstrom": [[-0.1, -0.5, 0.1], [0.5, 1.0, -1.1], [-1.7, 1.1, 2.1], [0.7, -1.5, -1.3], [0.1, -0.5, -1.2], [0.4, -1.5, 0.6], [0.9, 1.4, -1.4], [-1.6, 1.1, 1.3], [0.2, 0.6, 0.8], [-0.5, -0.9, 0.3], [0.8, 0.4, 0.2], [-0.5, -1.0, -1.4], [0.0, 1.1, -0.1], [0.7, -0.7, 1.1]]}


No. 3
{"formula": "C4H7NOS2", "method": "ωB97M-V/def2-TZVPD", "de_lowest_kcal_mol": 57.8, "e_homo_ev": -8.62, "e_tot_ha": -1082.90277, "total_charge": 0, "elements": ["C", "C", "O", "N", "C", "S", "S", "C", "H", "H", "H", "H", "H", "H", "H"], "coordinates": [[-1.027192, 0.457490, -1.187009], [-0.729425, 1.024954, -0.091620], [-1.518782, 1.452145, 0.863517], [0.612607, 0.950745, 0.441332], [1.796205, 0.226037, -0.081139], [3.252451, 0.965681, -0.397729], [1.627942, -1.545526, -0.219197], [-0.128277, -1.814429, 0.353193], [-1.981155, 0.394734, -1.582290], [-0.220183, -0.002045, -1.722464], [-1.187085, 1.680337, 1.771988], [1.024660, 1.847129, 0.808776], [-0.253402, -2.851862, 0.434788], [-0.865435, -1.601352, -0.596469], [-0.402923, -1.184041, 1.204325]], "forces_ev_per_angstrom": [[0.2, -0.6, -3.0], [4.0, 0.0, 3.8], [-2.7, 1.6, 1.8], [3.5, 0.3, -0.3], [-1.5, 0.4, 0.3], [-1.4, -0.6, 0.4], [-1.2, 1.2, 0.5], [-0.9, 1.3, -3.5], [-1.8, -0.2, -0.5], [0.2, 0.2, -0.5], [0.3, -0.6, -1.9], [-1.0, -1.0, -0.7], [0.2, -1.5, 1.0], [1.9, -0.3, 2.7], [0.2, -0.5, -0.2]]}


No. 4
{"formula": "C4H7NOSi", "method": "ωB97M-V/def2-TZVPD", "de_lowest_kcal_mol": 7.1, "e_homo_ev": [-3.61, -9.04], "e_tot_ha": -575.93198, "spin_multiplicity": 3, "s_squared": 2.02, "total_charge": 0, "elements": ["C", "C", "C", "C", "N", "O", "Si", "H", "H", "H", "H", "H", "H", "H"], "coordinates": [[2.312253, 0.714205, 0.038919], [0.910732, 0.947324, 0.147803], [2.544513, -0.624195, -0.027244], [0.233927, -0.217216, 0.167914], [1.386974, -1.321283, -0.013557], [-1.003349, -0.669251, 0.240611], [-2.497072, -0.078285, -0.023004], [3.059600, 1.483688, 0.027465], [0.452716, 1.914886, 0.225773], [3.484078, -1.137126, -0.123370], [1.237872, -2.304921, 0.086281], [-2.556967, 0.624233, -1.306714], [-3.237955, -1.335983, -0.010599], [-2.889967, 0.826452, 1.060332]], "forces_ev_per_angstrom": [[-3.7, 5.1, 0.4], [3.3, 2.8, -0.2], [2.2, -4.7, 0.0], [1.3, -4.5, 0.0], [-3.3, 0.9, -0.2], [1.3, -0.2, 0.1], [-0.6, 0.0, -0.1], [0.0, 0.2, 0.0], [0.0, 0.2, 0.0], [0.1, 0.0, -0.1], [0.1, 0.0, 0.2], [-0.1, 0.1, -0.2], [-0.5, 0.0, 0.0], [-0.1, 0.1, 0.1]]}